(1)
Computed, not measured: a cluster of 12 separate species, C14H52N18O12 in total in a non-equilibrium geometry, with ωB97M-V with the def2-TZVPD basis set.

Each line ends with the Mulliken charge.
Geometry (Å):
C -1.751 -5.636 -0.387  0.64
O -2.504 -5.129 -1.227  -0.73
N -0.756 -5.028 0.290  -0.17
N -1.862 -6.908 -0.132  -0.44
H -0.368 -4.111 0.120  0.02
H -0.320 -5.499 1.070  0.19
H -1.098 -7.378 0.332  0.17
H -2.584 -7.367 -0.668  0.25
C -1.512 4.283 -2.041  0.78
O -2.671 3.925 -2.220  -0.81
N -1.297 5.460 -1.587  -0.37
N -0.453 3.604 -2.268  -0.05
H -1.984 6.177 -1.773  0.27
H -0.323 5.700 -1.472  0.17
H -0.616 2.624 -2.452  -0.21
H 0.454 3.986 -2.045  0.20
C -1.723 0.678 -3.681  0.39
O -0.873 0.670 -2.787  -0.63
N -1.791 -0.213 -4.608  -0.34
N -2.607 1.627 -3.790  -0.24
H -1.089 -0.939 -4.632  0.20
H -2.513 -0.190 -5.314  0.15
H -2.694 2.412 -3.160  0.17
H -3.330 1.443 -4.470  0.17
C 0.131 3.782 2.029  0.55
O 0.361 2.618 2.303  -0.72
N 0.620 4.873 2.616  -0.44
N -0.913 4.127 1.327  -0.30
H 0.421 5.810 2.298  0.12
H 1.010 4.815 3.546  0.26
H -1.128 5.103 1.178  0.19
H -1.541 3.431 0.951  0.09
C 4.013 1.880 1.402  0.83
O 5.102 1.306 1.193  -0.79
N 3.909 3.206 1.598  -0.41
N 2.867 1.312 1.543  0.13
H 4.694 3.780 1.324  0.22
H 3.051 3.626 1.925  0.11
H 2.874 0.386 1.140  -0.30
H 2.051 1.850 1.798  0.33
C 2.493 1.747 -2.918  0.34
O 3.523 2.315 -2.665  -0.73
N 1.878 0.861 -2.095  0.50
N 1.715 1.975 -3.936  -0.25
H 1.143 0.284 -2.477  -0.03
H 2.458 0.545 -1.331  -0.19
H 2.013 2.639 -4.636  0.20
H 0.838 1.486 -4.049  0.15
C 3.788 -1.638 -0.469  0.34
O 3.102 -2.198 -1.240  -0.71
N 4.834 -0.886 -0.823  -0.27
N 3.547 -1.459 0.815  -0.38
H 5.300 -0.334 -0.116  0.21
H 5.111 -1.027 -1.783  0.23
H 4.173 -0.830 1.298  0.32
H 2.866 -2.049 1.273  0.20
C -0.184 -3.008 -3.406  0.26
O -0.771 -3.486 -4.384  -0.80
N -0.657 -3.144 -2.191  0.20
N 0.949 -2.367 -3.419  -0.01
H -1.477 -3.716 -2.047  0.21
H -0.281 -2.720 -1.356  0.50
H 1.360 -2.050 -2.553  -0.07
H 1.425 -2.341 -4.310  0.20
C -0.019 -0.570 0.558  0.06
O 0.126 -1.640 -0.077  -0.86
N -0.563 0.523 0.020  1.30
N 0.284 -0.336 1.809  0.80
H -0.736 0.474 -0.973  -0.53
H -0.687 1.413 0.480  -0.58
H 0.285 0.641 2.067  -0.29
H 0.867 -0.986 2.316  0.07
C -4.226 -0.036 -0.870  -0.12
O -4.730 0.427 0.383  -0.52
H -3.607 0.820 -1.137  -0.07
H -3.590 -0.920 -0.818  0.13
H -4.962 -0.291 -1.632  0.30
H -5.029 1.333 0.274  0.30
C -1.620 1.002 4.719  -1.12
C -2.675 0.934 3.595  0.67
O -3.732 0.054 4.020  -0.61
H -0.630 1.251 4.336  0.13
H -1.443 0.119 5.333  0.36
H -1.862 1.605 5.594  0.38
H -2.364 0.505 2.642  -0.28
H -3.081 1.936 3.459  0.15
H -3.923 -0.568 3.315  0.32
C -0.074 -3.841 3.696  -1.09
C 1.231 -3.650 2.969  -0.01
O 1.970 -2.454 3.044  -0.64
H -0.802 -3.204 3.193  0.22
H 0.029 -3.480 4.719  0.36
H -0.461 -4.860 3.677  0.37
H 1.054 -3.820 1.907  -0.11
H 1.890 -4.470 3.256  0.53
H 2.677 -2.602 3.676  0.29

Cartesian forces, eV/Å:
C -0.61 2.41 -1.93
O 0.44 0.53 0.65
N 1.18 0.79 1.15
N -0.25 -3.12 1.03
H -0.58 -0.03 -0.37
H -0.19 -0.04 -0.30
H -0.52 -0.37 -0.30
H 0.41 -0.30 0.27
C -3.06 -0.82 -0.64
O -1.24 -1.16 -0.41
N 1.26 5.34 2.10
N 2.65 -2.72 -0.63
H 0.23 -0.11 0.19
H -0.38 0.72 -0.08
H 0.84 -0.56 -0.01
H -0.04 -0.67 -0.27
C 0.54 0.75 1.41
O 1.13 0.22 0.62
N 0.45 -3.00 -2.53
N -2.42 1.47 -0.84
H -0.30 -0.34 -0.04
H 0.40 -0.23 0.16
H -0.14 0.32 0.39
H -0.05 0.64 0.28
C -1.81 -0.25 1.48
O 1.29 -0.73 0.19
N 2.86 1.67 1.72
N -2.54 0.35 -2.85
H -0.12 -0.42 0.07
H 0.23 -0.21 -0.33
H -0.28 -0.49 -0.11
H 0.22 0.20 -0.17
C 3.09 1.24 0.25
O -0.96 0.18 -0.24
N 1.10 1.99 0.05
N -2.21 -2.61 -0.05
H -0.26 -0.05 0.33
H 0.33 0.00 -0.33
H -1.08 -0.19 0.40
H -0.16 -0.44 -0.34
C -0.34 -1.06 2.27
O 1.55 0.84 0.12
N 0.69 -0.63 1.31
N -1.60 1.46 -4.00
H 0.08 -0.15 0.45
H -0.27 -0.32 -0.18
H -0.13 -0.26 0.12
H 0.22 0.15 -0.02
C 1.82 2.66 0.63
O -2.57 -3.02 -2.81
N 1.32 0.04 -1.40
N -1.09 -0.42 2.74
H 0.41 0.28 -0.64
H 0.37 0.64 0.33
H -0.05 -0.57 0.57
H 0.15 0.37 0.25
C -2.09 -1.78 -0.32
O 0.35 0.44 -0.77
N -1.84 -0.82 2.38
N 2.78 2.01 -1.45
H -0.17 -0.01 -0.27
H 0.19 0.38 -0.51
H 0.49 -0.21 -0.25
H 0.24 0.17 0.47
C -0.51 -0.73 -1.66
O 0.26 0.95 1.33
N -1.04 0.71 -2.10
N 1.11 -0.48 2.77
H -0.20 0.23 -0.10
H 0.37 -0.53 0.12
H 0.06 -0.32 0.44
H -0.05 0.09 0.08
C 0.76 1.12 -0.08
O -0.50 -1.10 0.54
H 0.29 -0.43 -1.19
H -0.01 0.08 0.79
H -0.43 0.39 0.12
H -0.01 -0.10 -0.13
C 0.59 -0.41 0.30
C -0.40 -1.05 1.19
O -0.16 0.28 0.31
H -0.08 0.44 -0.01
H -0.30 -1.03 -0.94
H -0.38 1.07 -0.61
H 0.83 0.52 0.05
H -0.06 0.08 -0.27
H -0.06 0.14 -0.08
C -0.25 1.72 0.16
C 0.46 -2.41 -1.12
O -0.34 0.51 0.74
H -0.33 0.00 0.22
H -0.19 -0.22 0.17
H 0.38 -0.03 -0.05
H -0.04 0.13 -0.16
H 0.24 -0.11 0.09
H 0.02 0.30 0.10

Calculated values
SMILES: NC(N)=O.NC(N)=O.NC(N)=O.NC(N)=O.NC(N)=O.NC(N)=O.NC(N)=O.NC(N)=O.NC(N)=O.CCO.CCO.CO
Gap between HOMO and LUMO: 7.98 eV
ΔE to the lowest compared entry with this formula, charge and spin: 22.7 kcal per mole
Energy: -66760.162 eV

(2)
Computed, not measured: a structure of composition C37H55GeN3O4SSiTi in a non-equilibrium geometry, with ωB97M-V with the def2-TZVPD basis set.

Each line ends with the Mulliken charge.
Geometry (Å):
Ti -0.910 -0.495 1.499  -0.42
C -1.288 -0.374 5.491  -1.06
S -0.503 -1.268 4.188  1.38
O 0.319 -2.287 4.786  -0.69
O -1.579 -1.759 3.306  -0.64
O 0.237 -0.261 3.387  -0.67
H -2.008 -1.040 5.961  0.40
H -1.790 0.491 5.064  0.20
H -0.524 -0.068 6.201  0.37
C -0.919 3.265 2.130  -1.76
Ge 0.012 1.994 0.902  2.18
C 1.930 2.436 1.236  0.27
C 2.593 3.428 0.511  -0.28
C 3.924 3.747 0.758  -0.75
C 4.627 3.081 1.750  -0.50
C 3.990 2.090 2.483  -0.58
C 2.663 1.769 2.222  0.15
C -0.255 2.914 -0.861  0.38
C -0.956 4.088 -0.979  -0.44
C -1.209 4.699 -2.234  -0.90
C -0.764 4.123 -3.383  -0.99
C 0.003 2.930 -3.327  1.30
C 0.526 2.333 -4.502  -1.07
C 1.336 1.237 -4.428  -0.85
C 1.673 0.692 -3.170  -0.31
C 1.155 1.230 -2.027  0.74
C 0.282 2.346 -2.065  -0.60
H -0.472 4.261 2.086  0.50
H -0.818 2.893 3.152  0.32
H -1.985 3.331 1.899  0.37
H 2.070 3.966 -0.274  0.17
H 4.412 4.513 0.166  0.37
H 5.667 3.320 1.939  0.31
H 4.530 1.548 3.250  0.40
H 2.195 0.978 2.797  0.12
H -1.339 4.578 -0.088  0.36
H -1.775 5.623 -2.269  0.34
H -0.974 4.569 -4.349  0.33
H 0.286 2.780 -5.461  0.38
H 1.745 0.797 -5.330  0.41
H 2.373 -0.134 -3.091  0.30
H 1.472 0.816 -1.075  -1.01
C -4.387 2.612 -2.819  -1.48
C -3.821 1.717 -1.728  0.87
O -3.749 2.379 -0.472  -0.60
H -4.455 2.063 -3.762  0.38
H -3.750 3.482 -2.979  0.28
H -5.386 2.958 -2.547  0.35
H -2.827 1.350 -2.013  -0.15
H -4.467 0.852 -1.584  0.13
H -2.970 2.945 -0.534  0.10
C -3.122 -2.271 -1.785  -1.14
C -4.132 -1.733 -0.812  1.11
C -5.489 -1.898 -1.039  -0.67
C -6.431 -1.318 -0.196  -0.90
C -5.990 -0.550 0.871  -0.70
C -4.640 -0.364 1.139  0.91
C -4.230 0.517 2.289  -1.30
C -3.677 -0.982 0.305  -0.34
N -2.340 -0.844 0.538  0.47
H -3.611 -2.663 -2.679  0.50
H -2.518 -3.077 -1.353  0.06
H -2.424 -1.481 -2.075  0.11
H -5.817 -2.469 -1.902  0.36
H -7.490 -1.444 -0.384  0.35
H -6.717 -0.065 1.517  0.41
H -4.392 0.029 3.255  0.42
H -4.790 1.453 2.274  0.47
H -3.174 0.779 2.220  -0.37
C 1.232 -3.238 -1.291  -0.94
C 0.580 -2.031 -0.605  2.71
N 0.341 -2.332 0.814  1.77
C -0.556 -3.489 0.959  -0.69
C 0.072 -4.730 0.284  -0.82
N 1.406 -4.319 -0.258  0.14
C 2.275 -3.844 0.866  -0.75
C 1.583 -2.603 1.494  0.31
H 2.226 -2.982 -1.666  0.15
H 0.618 -3.670 -2.082  0.17
H -0.361 -1.760 -1.076  -0.36
H 1.296 -1.207 -0.649  -1.87
H -1.508 -3.230 0.503  0.08
H -0.735 -3.659 2.019  0.67
H -0.520 -5.095 -0.554  0.35
H 0.250 -5.548 0.981  0.28
H 1.850 -5.117 -0.703  0.27
H 3.235 -3.565 0.431  0.15
H 2.407 -4.679 1.554  0.17
H 2.325 -1.825 1.310  -1.21
H 1.377 -2.740 2.554  0.59
C 5.347 0.312 -1.235  -1.40
Si 4.149 -1.019 -0.531  0.98
C 5.028 -1.345 1.182  -1.38
C 4.978 -2.535 -1.520  -1.61
H 6.395 -0.007 -1.168  0.36
H 5.245 1.262 -0.702  0.19
H 5.115 0.507 -2.287  0.30
H 5.933 -1.953 1.064  0.48
H 4.404 -1.836 1.941  0.28
H 5.332 -0.391 1.624  0.29
H 6.021 -2.673 -1.205  0.44
H 4.997 -2.283 -2.588  0.31
H 4.507 -3.530 -1.458  0.40

Cartesian forces, eV/Å:
Ti -0.09 -0.09 0.01
C -0.01 -0.01 0.03
S -0.07 0.05 0.02
O -0.01 -0.04 0.01
O 0.06 -0.16 0.01
O 0.12 0.02 0.09
H 0.02 0.00 0.03
H -0.01 -0.01 -0.02
H 0.00 0.02 -0.01
C 0.06 0.04 0.06
Ge 0.03 -0.02 -0.10
C 0.06 0.07 0.01
C 0.04 0.02 0.01
C -0.04 0.01 -0.03
C 0.02 -0.01 0.01
C -0.02 -0.02 0.00
C -0.01 0.01 -0.02
C 0.11 -0.10 -0.10
C -0.09 0.00 0.05
C -0.05 0.02 0.10
C 0.02 -0.08 -0.06
C 0.00 0.01 0.01
C -0.02 0.04 0.03
C 0.04 -0.05 -0.01
C 0.01 0.01 -0.04
C 0.03 -0.06 -0.02
C 0.00 0.07 0.03
H -0.04 0.02 0.01
H 0.01 0.03 0.01
H -0.01 0.00 0.00
H -0.03 -0.02 0.01
H 0.01 0.00 0.01
H 0.00 0.00 0.00
H 0.01 0.01 0.00
H -0.03 0.00 -0.01
H 0.00 -0.01 -0.01
H 0.00 0.00 -0.01
H 0.01 0.00 0.00
H 0.00 0.00 0.00
H -0.01 0.01 0.00
H -0.02 0.00 0.00
H -0.04 0.07 0.01
C -0.02 -0.01 -0.02
C -0.07 -0.09 -0.02
O 0.03 0.11 -0.16
H 0.00 0.01 0.00
H 0.03 0.02 0.00
H 0.01 -0.01 0.01
H -0.02 -0.03 0.02
H 0.00 -0.04 0.03
H 0.06 0.04 0.21
C 0.01 -0.03 0.02
C -0.01 0.11 0.09
C -0.03 0.04 0.02
C -0.01 -0.04 -0.07
C 0.06 0.07 0.07
C -0.13 -0.03 -0.04
C 0.03 -0.04 -0.06
C 0.19 -0.13 -0.11
N -0.10 0.23 -0.03
H 0.00 0.00 0.00
H 0.00 -0.01 0.00
H 0.00 0.01 -0.02
H 0.01 0.00 0.00
H 0.00 0.00 0.00
H -0.01 0.00 -0.01
H 0.02 -0.04 -0.01
H -0.05 -0.03 0.01
H 0.03 0.04 -0.05
C -0.04 -0.08 -0.06
C 0.10 -0.16 -0.18
N -0.98 0.40 -0.20
C 0.00 -0.07 -0.11
C 0.05 0.02 -0.01
N -0.04 -0.07 -0.02
C -0.05 0.07 0.09
C 1.17 -0.55 0.12
H 0.03 0.05 0.06
H 0.00 0.03 -0.03
H -0.06 0.04 0.08
H -0.01 0.01 -0.01
H -0.01 0.03 0.01
H 0.04 -0.01 0.01
H -0.01 0.01 0.00
H -0.03 0.00 0.01
H 0.02 0.00 0.00
H 0.00 0.01 0.00
H -0.06 -0.01 0.01
H -0.49 0.59 0.26
H 0.18 -0.01 0.03
C -0.09 0.04 0.01
Si 0.29 -0.48 -0.14
C -0.02 -0.02 0.07
C 0.03 0.08 -0.03
H 0.01 0.00 0.00
H -0.03 -0.01 0.01
H 0.04 0.02 0.01
H 0.02 0.02 -0.01
H 0.02 -0.03 -0.01
H -0.05 0.03 -0.02
H 0.01 0.02 -0.04
H -0.02 -0.02 0.00
H -0.07 0.06 0.09

Calculated values
Gap between HOMO and LUMO (spin up / spin down): 4.67 / 4.67 eV
ΔE to the lowest compared entry with this formula, charge and spin: 11.3 kcal per mole
Spin multiplicity: 2
Total charge: -1
Energy: -150267.106 eV
⟨S²⟩: 0.760

(3)
Computed, not measured: a structure of composition C34H34N9SSbTi in a non-equilibrium geometry, with ωB97M-V with the def2-TZVPD basis set.

Each line ends with the Mulliken charge.
Geometry (Å):
Ti -0.253 0.323 0.598  -0.59
C 1.583 4.204 2.148  -1.25
C 2.716 3.770 2.832  -0.71
C 2.903 2.398 2.954  -1.20
C 1.927 1.528 2.424  0.46
N 0.864 1.960 1.742  1.14
C 0.701 3.289 1.644  -0.24
C 1.947 0.082 2.751  0.84
C 2.821 -0.567 3.592  -0.87
C 2.480 -1.874 3.983  -1.30
C 1.302 -2.462 3.552  -0.93
C 0.447 -1.759 2.732  0.46
N 0.826 -0.536 2.285  1.34
C -0.953 -2.122 2.381  0.42
C -1.560 -3.269 2.843  -0.76
C -2.910 -3.471 2.601  -0.89
C -3.631 -2.521 1.932  -1.28
C -2.946 -1.427 1.488  -0.07
N -1.646 -1.205 1.654  0.58
H 1.385 5.269 2.047  0.49
H 3.435 4.477 3.264  0.49
H 3.741 1.981 3.507  0.46
H -0.235 3.589 1.152  0.58
H 3.713 -0.074 4.026  0.51
H 3.132 -2.430 4.654  0.51
H 0.985 -3.395 4.005  0.58
H -0.976 -3.944 3.410  0.57
H -3.387 -4.367 2.961  0.51
H -4.699 -2.645 1.785  0.56
H -3.515 -0.685 0.909  0.30
C 2.881 -0.293 -4.014  -1.34
C 1.483 0.201 -4.234  0.86
C 1.140 0.938 -5.364  -0.71
C -0.174 1.082 -5.726  -0.75
C -1.153 0.591 -4.861  -0.85
C -0.754 -0.008 -3.678  0.14
N 0.561 -0.258 -3.366  0.07
Sb -2.395 -0.667 -2.415  1.07
C -1.182 -2.031 -1.300  -0.53
C -1.550 -3.302 -1.733  -0.87
C -0.754 -4.369 -1.387  -0.96
C 0.446 -4.125 -0.755  -1.01
C 0.761 -2.844 -0.308  0.83
C 2.157 -2.652 0.234  -1.36
N -0.109 -1.805 -0.506  1.61
C -2.901 0.841 -0.970  -0.18
C -4.137 1.404 -1.299  -0.74
C -4.726 2.271 -0.397  -0.84
C -4.091 2.501 0.795  -1.10
C -2.905 1.868 1.102  0.85
C -2.315 2.120 2.465  -1.51
N -2.287 1.114 0.192  1.54
H 3.161 -0.965 -4.822  0.43
H 2.961 -0.857 -3.097  0.08
H 3.614 0.530 -3.992  0.35
H 2.009 1.283 -5.938  0.49
H -0.440 1.521 -6.689  0.46
H -2.189 0.602 -5.106  0.55
H -2.361 -3.453 -2.431  0.59
H -1.070 -5.366 -1.704  0.47
H 1.121 -4.964 -0.638  0.60
H 2.414 -3.508 0.886  0.55
H 2.301 -1.734 0.811  -0.15
H 2.826 -2.686 -0.657  0.35
H -4.594 1.147 -2.271  0.53
H -5.699 2.721 -0.639  0.43
H -4.488 3.223 1.503  0.58
H -3.066 1.799 3.208  0.45
H -2.123 3.169 2.637  0.53
H -1.394 1.542 2.647  0.07
N 1.826 0.311 -0.588  0.50
N 2.337 1.557 -1.029  -0.56
C 1.486 2.495 -1.456  0.58
N 1.892 3.594 -2.060  -0.37
S -0.174 2.240 -1.202  -0.38
H 2.621 -0.207 -0.225  0.37
H 1.520 -0.201 -1.441  -0.28
H 3.289 1.526 -1.413  0.38
H 2.826 3.720 -2.362  0.21
H 1.201 4.273 -2.265  0.25

Cartesian forces, eV/Å:
Ti -0.07 -0.09 -0.55
C 0.38 0.78 0.43
C 0.28 -0.29 -0.14
C -0.63 -0.33 -0.10
C 1.41 0.41 0.70
N 0.09 -0.11 0.03
C -1.13 -0.23 -0.59
C -1.29 -0.18 -0.53
C 0.49 -0.39 0.68
C 0.51 0.26 -0.23
C -0.30 -0.27 0.83
C 0.11 1.31 -0.54
N -0.02 -0.46 0.10
C -0.12 0.25 -0.18
C -0.06 0.62 -0.30
C 0.21 -0.75 0.46
C -0.35 -0.61 0.35
C -0.56 1.45 -1.24
N 0.58 0.00 0.66
H -0.05 -0.25 0.00
H -0.35 -0.30 -0.22
H -0.12 0.21 -0.14
H 0.70 0.06 0.16
H -0.73 -0.43 -0.43
H -0.12 0.19 -0.09
H 0.18 -0.05 -0.23
H 0.25 -0.77 0.44
H -0.07 -0.16 0.09
H 0.16 0.19 -0.13
H 0.45 -0.33 0.38
C 0.38 0.77 -0.12
C -0.78 -0.94 0.74
C 1.23 -0.03 -0.14
C -0.24 0.19 -0.38
C 0.77 -0.36 0.38
C 1.02 0.05 0.47
N -1.07 0.70 -0.47
Sb 0.25 -0.11 -0.56
C -0.27 -0.29 0.09
C 0.55 0.48 0.09
C -0.12 -0.63 -0.33
C -0.28 -0.36 0.11
C -0.49 0.32 -0.36
C 0.09 -0.30 -0.07
N 0.76 -0.19 -0.21
C -0.44 0.38 -0.79
C 0.55 -0.54 -0.35
C -0.94 0.22 -0.59
C -0.46 0.62 0.43
C 0.30 0.89 0.32
C -0.11 -1.07 0.13
N 0.50 -0.60 0.53
H 0.11 0.00 -0.11
H -0.07 -0.18 0.32
H -0.15 -0.26 -0.14
H -0.75 0.02 -0.21
H 0.03 0.03 0.33
H -0.60 0.26 -0.29
H -0.27 0.06 0.23
H 0.40 0.17 0.17
H 0.20 0.23 0.25
H 0.02 0.46 -0.39
H 0.00 -0.35 -0.21
H -0.18 0.11 0.72
H 0.11 0.22 0.75
H 0.56 -0.03 0.21
H -0.13 -0.28 0.01
H 0.37 0.13 -0.15
H 0.07 0.29 -0.02
H -0.37 0.24 0.00
N -0.27 -0.02 -0.51
N 1.37 0.10 -0.32
C -1.01 -0.49 0.23
N 0.13 -0.87 0.48
S -0.23 -0.12 0.11
H -0.02 0.15 0.22
H -0.22 0.05 0.10
H -0.53 0.10 0.24
H 0.86 0.33 -0.28
H -0.43 0.68 -0.37

Calculated values
Gap between HOMO and LUMO (spin up / spin down): 7.45 / 7.20 eV
ΔE to the lowest compared entry with this formula, charge and spin: 0.0 kcal per mole
Spin multiplicity: 2
Total charge: +3
Energy: -89688.320 eV
⟨S²⟩: 0.754

Which of these has the lowest ΔE to the lowest compared entry with this formula, charge and spin?
C34H34N9SSbTi

Which value of energy does entry 1 give?
-66760.162 eV

Which value of ΔE to the lowest compared entry with this formula, charge and spin does entry 2 give?
11.3 kcal per mole

energy of number 2 (C37H55GeN3O4SSiTi)?
-150267.106 eV